No. 1
Below is a 2-piece molecular cluster, C16H17N overall at a distorted geometry, with properties calculated with ωB97M-V/def2-TZVPD.

The geometry in XYZ format:
```
34
Properties=species:S:1:pos:R:3:forces:R:3
C -0.512 -4.004 -0.086 -0.328 1.715 -0.611
C 0.140 -3.064 2.162 1.538 2.017 3.298
C 0.038 -2.928 0.811 1.078 -0.597 -1.705
C 1.452 -1.240 1.636 -1.534 -1.052 0.226
C 0.827 -1.761 0.471 1.095 0.129 0.096
C 2.380 -0.225 1.773 -0.146 -2.107 -0.477
C 1.230 -1.163 -0.702 0.474 1.168 0.094
C 2.972 0.110 0.543 -0.837 1.814 -0.680
C 2.279 -0.192 -0.628 -0.050 -0.718 -0.017
N 0.954 -2.049 2.659 -1.251 0.069 -0.161
H -0.216 -3.747 2.920 -0.400 -0.245 -0.496
H 0.848 -1.564 3.544 0.105 -0.983 0.531
H -0.564 -3.605 -1.100 -0.083 0.079 -0.064
H -1.558 -4.118 0.229 0.390 -0.960 -0.094
H 2.688 0.027 2.776 0.439 0.366 -0.123
H 0.726 -1.317 -1.630 -0.120 -0.199 -0.546
H 3.790 0.835 0.487 -0.283 -0.345 0.090
H 2.518 0.325 -1.542 0.361 -0.070 -0.120
H 0.146 -4.879 -0.199 -0.545 0.044 0.737
C -3.182 1.651 -1.839 -2.843 -0.806 0.388
C -1.632 1.788 0.116 -0.302 -0.862 -0.341
C -1.846 1.877 -1.256 0.790 0.560 0.607
C -0.527 2.388 0.713 -0.737 -0.083 0.871
C 0.321 3.161 -0.030 1.798 -0.374 -1.972
C -0.810 2.417 -2.028 -1.516 0.318 -0.446
C 0.259 3.050 -1.440 -0.087 0.785 0.421
H -2.373 1.184 0.648 0.286 0.557 0.377
H -0.425 2.329 1.789 0.027 0.070 0.089
H -3.477 2.412 -2.545 0.461 0.159 -0.703
H -4.077 1.746 -1.149 1.430 -0.014 0.117
H 1.193 3.721 0.320 -0.567 -0.197 0.534
H -1.076 2.555 -3.078 0.675 -0.160 0.030
H 0.937 3.614 -2.083 -0.008 -0.226 0.336
H -3.425 0.666 -2.264 0.686 0.150 -0.284
```
Forces are in eV/Å.

DFT total energy = -674.32240 a.u.
HOMO-LUMO gap (spin up / spin down) = 7.8 / 4.2 eV
E_HOMO (spin up / spin down) = -0.4203 / -0.4202 hartree
multiplicity = 2
net charge = +1

Partial atomic charges computed with the Löwdin method, in multiples of e:
1 C 0.01
2 C 0.04
3 C -0.13
4 C -0.20
5 C -0.11
6 C 0.06
7 C 0.07
8 C -0.02
9 C -0.02
10 N 0.15
11 H 0.15
12 H 0.18
13 H 0.08
14 H 0.11
15 H 0.13
16 H 0.12
17 H 0.13
18 H 0.12
19 H 0.11
20 C -0.07
21 C -0.06
22 C -0.30
23 C -0.11
24 C -0.10
25 C -0.06
26 C -0.09
27 H 0.11
28 H 0.10
29 H 0.08
30 H 0.10
31 H 0.11
32 H 0.12
33 H 0.11
34 H 0.08

***

No. 2
Below is one molecule with the formula C16H17N3O3S at a distorted geometry, with properties calculated with ωB97M-V/def2-TZVPD.

The geometry in XYZ format:
```
40
Properties=species:S:1:pos:R:3:forces:R:3
C 0.405 3.373 -0.308 0.130 -0.316 0.142
C 0.598 2.618 1.001 -0.220 0.606 -0.065
O 1.019 1.277 0.800 0.342 -0.409 -0.218
C 2.307 1.021 0.415 0.057 -0.272 -0.046
C 3.329 1.958 0.354 -0.206 0.155 0.130
C 4.597 1.585 -0.063 0.013 -0.062 -0.033
C 4.864 0.279 -0.426 0.083 -0.007 -0.003
C 3.859 -0.669 -0.349 -0.082 0.095 0.073
C 2.591 -0.313 0.076 0.093 0.218 -0.034
N 1.564 -1.282 0.138 -0.045 0.458 0.278
C 1.234 -2.096 -0.900 -0.359 -0.334 -0.311
O 1.712 -2.065 -2.007 0.126 -0.056 -0.203
C 0.146 -3.042 -0.407 0.015 -0.040 -0.043
C -0.329 -2.430 0.919 -0.115 -0.110 0.001
C -1.581 -1.609 0.657 0.543 -0.232 0.216
O -2.696 -2.058 0.830 0.013 -0.287 0.075
N -1.387 -0.357 0.160 0.249 0.045 -0.030
C -2.449 0.443 -0.175 -1.006 -0.196 0.050
N -2.314 1.640 -0.641 0.812 -0.176 0.081
C -3.523 2.200 -0.891 -0.643 -0.055 0.015
C -4.594 1.419 -0.611 0.187 -0.082 0.032
S -4.090 -0.115 0.006 0.057 0.671 -0.259
H -5.633 1.649 -0.728 -0.248 0.091 -0.045
H -3.550 3.200 -1.285 -0.106 0.177 -0.075
H -0.464 0.058 0.061 -0.007 -0.079 0.083
H -0.604 -3.198 1.643 -0.014 0.165 -0.066
C 0.882 -1.611 1.375 0.087 -0.187 0.440
H 0.611 -0.711 1.929 0.027 -0.092 -0.048
H 1.540 -2.220 2.011 -0.116 0.077 -0.004
H 0.589 -4.028 -0.257 0.012 0.007 -0.014
H -0.646 -3.142 -1.148 0.076 -0.012 -0.032
H 4.045 -1.693 -0.632 -0.007 -0.099 -0.029
H 5.849 -0.004 -0.763 0.092 -0.028 -0.034
H 5.374 2.332 -0.111 0.061 0.066 -0.006
H 3.149 2.988 0.617 -0.071 0.080 0.020
H -0.363 2.521 1.513 0.137 0.044 -0.004
H 1.296 3.136 1.669 -0.072 -0.115 -0.005
H 1.320 3.376 -0.895 0.092 0.087 -0.043
H 0.117 4.398 -0.094 -0.021 0.160 0.018
H -0.386 2.895 -0.882 0.035 0.046 -0.003
```
Forces are in eV/Å.

DFT total energy = -1408.12558 a.u.
HOMO-LUMO gap = 9.3 eV
SMILES string = CCOc1ccccc1N1C[C@@H](C(=O)Nc2nccs2)CC1=O
E_HOMO = -0.3154 hartree
net charge = 0

Partial atomic charges computed with the Löwdin method, in multiples of e:
1 C -0.06
2 C -0.23
3 O -0.09
4 C -0.19
5 C -0.02
6 C -0.08
7 C -0.08
8 C 0.00
9 C -0.13
10 N 0.00
11 C -0.44
12 O 0.10
13 C -0.01
14 C -0.17
15 C -0.45
16 O -0.01
17 N 0.15
18 C -0.57
19 N 0.04
20 C -0.25
21 C -0.39
22 S 1.11
23 H 0.05
24 H 0.10
25 H 0.13
26 H 0.15
27 C -0.08
28 H 0.13
29 H 0.14
30 H 0.13
31 H 0.14
32 H 0.12
33 H 0.10
34 H 0.11
35 H 0.11
36 H 0.12
37 H 0.12
38 H 0.07
39 H 0.08
40 H 0.05

***

No. 3
Below is one molecule with the formula C16H17N5O2S2 at a distorted geometry, with properties calculated with ωB97M-V/def2-TZVPD.

The geometry in XYZ format:
```
42
Properties=species:S:1:pos:R:3:forces:R:3
O 2.187 0.489 -4.811 0.200 0.035 -0.082
C 1.413 0.005 -4.024 -0.051 -0.187 -0.032
N 0.136 0.524 -3.928 -0.043 0.411 -0.686
C -0.916 0.195 -3.126 -0.980 0.268 0.116
N -1.014 -0.821 -2.336 0.686 -0.242 -0.254
C -2.208 -0.839 -1.691 -0.615 0.399 0.059
C -3.053 0.174 -1.991 0.056 -0.032 -0.037
S -2.335 1.233 -3.146 0.395 -0.503 0.151
H -4.037 0.363 -1.615 -0.230 0.003 0.101
H -2.403 -1.638 -0.998 -0.143 -0.109 0.150
H 0.014 1.369 -4.476 0.193 -0.185 0.074
C 1.745 -1.159 -3.133 0.166 -0.121 0.475
H 0.866 -1.744 -2.873 0.185 -0.009 -0.132
H 2.514 -1.770 -3.604 -0.046 0.103 -0.085
S 2.540 -0.576 -1.581 0.074 0.063 -0.325
C 1.262 0.417 -0.924 0.415 -0.318 0.050
N 0.844 1.559 -1.390 0.959 -0.103 -0.363
N -0.164 1.971 -0.610 -0.862 0.465 0.617
C -0.337 1.093 0.344 -0.080 -0.378 -0.063
N 0.551 0.070 0.195 -0.190 0.706 -0.448
C 0.738 -1.067 1.006 0.011 -0.456 0.395
C 1.183 -0.906 2.312 -0.023 0.010 -0.168
C 1.368 -2.025 3.104 -0.011 -0.053 0.065
C 1.118 -3.289 2.594 0.025 -0.050 0.062
C 0.684 -3.440 1.288 0.001 -0.041 -0.011
C 0.490 -2.330 0.486 -0.055 0.108 0.062
H 0.147 -2.429 -0.532 -0.027 0.042 -0.125
H 0.495 -4.426 0.890 -0.017 -0.085 -0.032
H 1.268 -4.159 3.216 0.014 -0.074 0.054
H 1.715 -1.908 4.119 0.032 0.007 0.086
H 1.393 0.087 2.680 0.020 0.123 -0.002
C -1.387 1.171 1.391 -0.088 0.270 0.116
C -1.366 2.538 2.082 0.338 -0.219 0.151
C -0.136 2.697 2.978 -0.536 0.273 0.157
O 1.076 2.468 2.301 0.435 0.004 -0.184
H 1.135 3.075 1.554 0.014 -0.066 -0.019
H -0.161 1.957 3.784 -0.052 0.075 0.000
H -0.141 3.699 3.430 -0.017 -0.149 0.047
H -2.260 2.657 2.695 -0.043 0.069 0.002
H -1.364 3.312 1.312 -0.084 0.057 0.040
H -1.239 0.370 2.118 -0.092 -0.005 -0.011
H -2.359 1.029 0.910 0.063 -0.106 0.028
```
Forces are in eV/Å.

DFT total energy = -1840.55680 a.u.
HOMO-LUMO gap = 9.2 eV
SMILES string = O=C(CSc1nnc(CCCO)n1-c1ccccc1)Nc1nccs1
E_HOMO = -0.3169 hartree
net charge = 0

Partial atomic charges computed with the Löwdin method, in multiples of e:
1 O 0.09
2 C -0.53
3 N 0.10
4 C -0.63
5 N 0.04
6 C -0.25
7 C -0.41
8 S 1.05
9 H 0.06
10 H 0.11
11 H 0.15
12 C -0.35
13 H 0.05
14 H 0.09
15 S 1.00
16 C -0.63
17 N 0.04
18 N 0.08
19 C -0.32
20 N 0.05
21 C -0.23
22 C 0.00
23 C -0.07
24 C -0.08
25 C -0.07
26 C -0.02
27 H 0.10
28 H 0.11
29 H 0.10
30 H 0.11
31 H 0.11
32 C -0.10
33 C -0.17
34 C -0.27
35 O -0.07
36 H 0.10
37 H 0.12
38 H 0.12
39 H 0.11
40 H 0.11
41 H 0.12
42 H 0.11

***

No. 4
Below is C16H17N5O7P2Pd as an isolated structure, with properties calculated with ωB97M-V/def2-TZVPD.

The geometry in XYZ format:
```
48
Properties=species:S:1:pos:R:3:forces:R:3
Pd -0.026 0.382 -0.354 -0.121 0.073 -0.336
C 3.077 -0.684 -1.887 -0.054 0.010 0.111
N 1.970 -0.478 -2.764 0.179 -0.081 -0.302
C 0.962 -1.462 -3.025 -0.081 0.000 0.064
C -0.318 -1.250 -2.251 0.130 0.013 0.198
N -0.934 -0.089 -2.241 0.215 -0.070 0.018
C -1.782 -0.161 -1.123 0.014 0.052 0.225
C -3.321 -0.338 1.693 0.007 -0.157 0.278
C -4.353 -0.821 0.998 -0.055 0.241 -0.243
C -4.402 -1.774 -0.118 0.007 -0.134 -0.022
C -3.414 -2.139 -0.937 0.016 -0.015 0.105
C -2.001 -1.673 -0.767 0.089 -0.058 -0.014
N -1.026 -2.270 -1.662 -0.241 -0.014 -0.238
C 3.073 0.075 -0.577 0.021 0.084 -0.057
N 2.095 0.754 -0.044 -0.048 -0.287 0.128
C 2.590 1.291 1.141 0.007 0.086 -0.011
C 1.953 2.092 2.083 -0.006 -0.015 0.007
C 2.703 2.493 3.170 -0.007 0.002 -0.001
C 4.045 2.112 3.319 0.010 -0.004 0.000
C 4.684 1.317 2.387 -0.001 0.003 0.004
C 3.924 0.916 1.296 -0.012 0.019 -0.005
N 4.205 0.139 0.181 0.007 0.020 -0.027
H 3.151 -1.751 -1.660 -0.024 -0.001 0.001
H 4.018 -0.420 -2.388 0.007 -0.019 0.003
H 1.817 0.444 -3.132 -0.085 0.045 0.123
H 0.692 -1.448 -4.086 0.001 -0.034 -0.005
H 1.355 -2.460 -2.814 0.015 0.012 0.022
H -3.492 0.488 2.374 -0.020 -0.012 0.023
H -5.313 -0.360 1.206 0.000 0.023 -0.054
H -5.393 -2.144 -0.354 0.001 -0.018 0.037
H -3.615 -2.784 -1.783 -0.011 0.026 -0.018
H -0.573 -3.122 -1.369 0.062 0.054 0.091
H 0.916 2.371 1.953 0.000 0.000 -0.002
H 2.247 3.116 3.928 0.000 0.000 -0.001
H 4.595 2.451 4.188 0.000 0.000 0.000
H 5.720 1.027 2.506 0.000 -0.001 0.000
H 5.092 -0.268 -0.056 0.001 0.007 -0.009
O -1.711 -1.959 3.060 0.110 -0.078 -0.087
P -1.690 -1.021 1.774 0.106 0.087 0.135
O -1.585 -2.058 0.565 -0.161 0.008 0.003
O -0.545 -0.095 1.876 0.008 0.127 -0.076
O -2.835 0.645 -0.993 0.038 0.136 -0.263
P -2.600 2.332 -0.879 -0.094 -0.039 -0.006
O -2.792 2.757 -2.424 -0.009 -0.012 0.016
O -3.749 2.782 -0.072 0.024 0.013 0.033
O -1.164 2.516 -0.533 -0.041 -0.094 0.163
H -2.534 -2.453 3.157 0.004 -0.025 -0.010
H -3.718 2.984 -2.563 -0.006 0.025 0.000
```
Forces are in eV/Å.

DFT total energy = -2231.17023 a.u.
HOMO-LUMO gap = 7.8 eV
E_HOMO = -0.2934 hartree
net charge = 0

Partial atomic charges computed with the Löwdin method, in multiples of e:
1 Pd 0.84
2 C -0.14
3 N -0.06
4 C -0.14
5 C -0.31
6 N 0.13
7 C -0.49
8 C -0.11
9 C -0.09
10 C -0.06
11 C 0.02
12 C -0.39
13 N 0.15
14 C -0.28
15 N 0.07
16 C -0.21
17 C 0.00
18 C -0.08
19 C -0.09
20 C -0.03
21 C -0.19
22 N 0.16
23 H 0.13
24 H 0.12
25 H 0.13
26 H 0.13
27 H 0.12
28 H 0.11
29 H 0.12
30 H 0.11
31 H 0.12
32 H 0.15
33 H 0.11
34 H 0.10
35 H 0.10
36 H 0.11
37 H 0.16
38 O -0.09
39 P 0.48
40 O -0.12
41 O -0.28
42 O -0.13
43 P 0.23
44 O -0.14
45 O -0.30
46 O -0.33
47 H 0.09
48 H 0.07